Here is a structure of composition C44H48As2BCsN7Si from OMol25. Energies are from ωB97M-V/def2-TZVPD.

```
! wB97M-V def2-TZVPD RIJCOSX def2/J DEFGRID3
* xyz -1 1
Cs 0.275 -0.043 2.455
C 0.980 -2.050 6.135
C 1.893 -1.790 5.099
N 1.532 -2.400 3.976
N 0.388 -3.056 4.259
C 0.042 -2.869 5.548
B -0.418 -3.898 3.231
N -1.788 -3.232 2.953
C -2.968 -3.867 2.818
C -3.938 -2.927 2.534
C -3.231 -1.714 2.525
N -1.943 -1.909 2.774
N 0.379 -4.061 1.930
C 1.025 -5.177 1.541
C 1.673 -4.910 0.355
C 1.350 -3.568 0.101
N 0.577 -3.061 1.048
H 1.002 -1.693 7.151
H 2.781 -1.177 5.121
H -0.848 -3.325 5.950
H -0.642 -4.997 3.686
H -3.031 -4.936 2.938
H -4.990 -3.091 2.377
H -3.603 -0.714 2.352
H 0.977 -6.073 2.137
H 2.282 -5.576 -0.232
H 1.657 -2.945 -0.725
C 1.976 0.960 -3.371
C 0.549 1.382 -3.727
As -0.548 1.728 -2.093
C -1.738 3.076 -2.865
C -3.123 3.001 -2.782
C -3.915 4.041 -3.249
C -3.332 5.173 -3.798
C -1.949 5.267 -3.869
C -1.160 4.228 -3.399
C -1.763 0.197 -2.211
C -2.427 -0.116 -3.396
C -3.269 -1.213 -3.471
C -3.470 -2.012 -2.353
C -2.819 -1.715 -1.166
C -1.968 -0.617 -1.097
As 1.958 -0.646 -2.227
C 1.272 -1.885 -3.573
C 0.134 -2.623 -3.266
C -0.416 -3.491 -4.202
C 0.172 -3.627 -5.450
C 1.315 -2.898 -5.762
C 1.862 -2.033 -4.827
C 3.855 -1.111 -2.345
C 4.829 -0.114 -2.294
C 6.178 -0.441 -2.274
C 6.572 -1.770 -2.297
C 5.611 -2.770 -2.341
C 4.263 -2.442 -2.364
H 2.463 1.750 -2.793
H 2.581 0.767 -4.259
H 0.062 0.612 -4.331
H 0.562 2.298 -4.315
H -3.591 2.128 -2.343
H -4.993 3.969 -3.176
H -3.952 5.985 -4.158
H -1.485 6.156 -4.280
H -0.081 4.324 -3.436
H -2.283 0.506 -4.274
H -3.769 -1.447 -4.403
H -4.130 -2.870 -2.410
H -2.952 -2.338 -0.291
H -1.427 -0.466 -0.169
H -0.332 -2.518 -2.292
H -1.305 -4.056 -3.951
H -0.254 -4.302 -6.181
H 1.780 -3.007 -6.734
H 2.761 -1.478 -5.071
H 4.539 0.928 -2.263
H 6.922 0.346 -2.233
H 7.623 -2.027 -2.276
H 5.910 -3.810 -2.354
H 3.523 -3.234 -2.406
C -2.500 2.827 1.057
Si -1.586 3.700 2.451
C -1.222 5.469 1.896
C -2.872 3.861 3.842
N -0.193 2.809 2.770
C 0.729 2.953 3.738
C 2.002 2.317 3.633
C 2.962 2.392 4.629
C 2.735 3.106 5.798
C 1.509 3.756 5.931
C 0.544 3.686 4.947
H -3.418 3.348 0.772
H -2.767 1.804 1.343
H -1.852 2.774 0.185
H -2.135 6.030 1.677
H -0.599 5.464 0.998
H -0.673 6.002 2.677
H -3.828 4.218 3.446
H -2.558 4.557 4.623
H -3.046 2.890 4.316
H 2.239 1.778 2.721
H 3.912 1.887 4.482
H 3.486 3.161 6.576
H 1.302 4.331 6.829
H -0.401 4.197 5.093
*
```

E (Ha): -6894.97894
HOMO (Ha): -0.1392
Frontier orbital gap (eV): 5.92
Energy relative to the best compared isomer or geometry (same formula, charge and spin) (kJ/mol): 10.0